(1)
Computed, not measured: a structure of composition F4HN2O9RbS4, with ωB97M-V with the def2-TZVPD basis set.

Geometry (Å):
Rb1 28.636 7.856 5.385
N1 28.375 10.586 4.079
S1 29.719 11.274 4.569
O1 29.964 11.284 5.979
O2 30.078 12.437 3.837
F1 30.778 10.193 4.061
S2 27.290 11.813 4.127
O3 27.052 12.378 2.867
O4 27.346 12.659 5.258
F2 26.051 10.879 4.386
N2 27.253 7.512 7.692
S3 27.386 6.320 8.800
O5 26.166 5.825 9.324
O6 28.507 6.435 9.663
F3 27.846 5.219 7.746
S4 26.328 8.608 8.431
O7 26.841 8.986 9.702
O8 24.934 8.411 8.312
F4 26.644 9.843 7.491
O9 28.966 6.735 2.836
H1 29.509 5.975 3.085

Properties
Energy relative to the best compared isomer or geometry (same formula, charge and spin) = 0.00 kcal per mole
Kohn-Sham gap = 0.2188 Eh
Charge = -2

(2)
Computed, not measured: a cluster of 7 separate species, C53H114FN2O in total, with ωB97M-V with the def2-TZVPD basis set.

Geometry (Å):
C1 2.831 -1.845 0.167
C2 1.465 -2.126 -0.598
C3 0.660 -0.778 -0.764
C4 -0.167 -0.677 -2.103
C5 0.566 0.192 -3.229
N1 1.995 -0.295 -3.268
N2 2.856 0.456 -2.643
C6 4.125 0.045 -2.656
C7 4.605 -1.207 -3.293
C8 3.565 -2.002 -3.971
C9 4.005 -3.317 -4.680
C10 2.986 -4.525 -4.609
C11 2.463 -4.897 -3.167
C12 0.880 -4.854 -3.205
C13 0.160 -5.877 -2.246
C14 -1.443 -5.833 -2.412
C15 -1.922 -4.707 -3.381
O1 -3.345 -4.587 -3.506
C16 -3.561 -3.489 -4.412
C17 2.200 -1.450 -3.941
F1 1.200 -2.087 -4.568
H1 2.685 -1.760 1.275
H2 3.535 -2.691 -0.076
H3 3.307 -0.918 -0.250
H4 0.919 -2.898 0.005
H5 1.730 -2.618 -1.569
H6 1.316 0.124 -0.606
H7 -0.078 -0.750 0.086
H8 -0.475 -1.665 -2.525
H9 -1.112 -0.118 -1.857
H10 0.548 1.241 -2.830
H11 0.065 0.102 -4.218
H12 4.911 0.666 -2.164
H13 5.667 -1.520 -3.287
H14 4.205 -3.122 -5.767
H15 4.944 -3.650 -4.159
H16 3.553 -5.423 -4.985
H17 2.184 -4.334 -5.359
H18 2.834 -4.198 -2.363
H19 2.817 -5.915 -2.841
H20 0.567 -3.831 -2.888
H21 0.573 -5.117 -4.249
H22 0.559 -6.917 -2.339
H23 0.349 -5.564 -1.178
H24 -1.925 -5.659 -1.412
H25 -1.756 -6.863 -2.737
H26 -1.513 -3.702 -3.069
H27 -1.527 -4.974 -4.406
H28 -4.199 -2.687 -3.957
H29 -2.608 -3.000 -4.738
H30 -4.087 -3.819 -5.353
C18 5.006 2.996 -4.716
C19 3.517 3.307 -4.822
C20 2.858 2.677 -6.049
C21 3.398 3.164 -7.396
C22 3.307 4.674 -7.620
C23 1.874 5.192 -7.625
H31 5.563 3.388 -5.568
H32 5.424 3.448 -3.814
H33 5.172 1.916 -4.664
H34 3.367 4.389 -4.817
H35 3.016 2.927 -3.924
H36 1.779 2.857 -6.000
H37 2.982 1.587 -6.000
H38 2.850 2.653 -8.194
H39 4.442 2.854 -7.506
H40 3.767 4.910 -8.583
H41 3.889 5.209 -6.864
H42 1.289 4.707 -8.410
H43 1.861 6.268 -7.810
H44 1.376 5.017 -6.668
C24 2.396 3.542 -0.981
C25 1.478 3.161 0.175
C26 0.719 4.353 0.759
C27 1.602 5.440 1.377
C28 2.527 4.960 2.496
C29 1.772 4.412 3.702
H45 3.172 4.244 -0.667
H46 2.895 2.654 -1.373
H47 1.827 4.000 -1.795
H48 2.057 2.656 0.953
H49 0.747 2.428 -0.186
H50 0.010 3.986 1.508
H51 0.110 4.809 -0.030
H52 0.954 6.232 1.766
H53 2.208 5.909 0.595
H54 3.142 5.804 2.824
H55 3.222 4.202 2.122
H56 1.111 5.173 4.124
H57 2.474 4.105 4.480
H58 1.169 3.540 3.439
C30 2.292 -4.730 2.781
C31 1.340 -5.097 3.909
C32 0.579 -3.888 4.452
C33 1.453 -2.802 5.086
C34 2.332 -3.274 6.245
C35 1.530 -3.795 7.431
H59 3.061 -4.029 3.114
H60 2.800 -5.620 2.402
H61 1.744 -4.271 1.952
H62 1.888 -5.602 4.709
H63 0.616 -5.826 3.532
H64 -0.159 -4.236 5.182
H65 0.003 -3.437 3.636
H66 0.800 -1.997 5.442
H67 2.091 -2.351 4.319
H68 2.945 -2.432 6.581
H69 3.031 -4.045 5.906
H70 0.863 -3.020 7.818
H71 2.200 -4.098 8.238
H72 0.926 -4.664 7.161
C36 -3.557 -2.575 0.236
C37 -2.930 -2.117 1.550
C38 -2.994 -3.178 2.650
C39 -4.406 -3.583 3.078
C40 -5.285 -2.434 3.575
C41 -4.735 -1.759 4.825
H73 -4.619 -2.799 0.352
H74 -3.466 -1.792 -0.522
H75 -3.056 -3.471 -0.141
H76 -3.407 -1.191 1.881
H77 -1.878 -1.869 1.366
H78 -2.436 -2.815 3.520
H79 -2.465 -4.076 2.309
H80 -4.325 -4.336 3.869
H81 -4.913 -4.080 2.245
H82 -6.279 -2.831 3.801
H83 -5.425 -1.690 2.785
H84 -4.638 -2.477 5.643
H85 -5.407 -0.963 5.153
H86 -3.756 -1.309 4.646
C42 1.190 6.813 8.798
C43 -0.112 6.021 8.841
C44 0.060 4.614 9.416
C45 0.986 3.697 8.613
C46 0.582 3.490 7.153
C47 -0.776 2.816 6.998
H87 1.934 6.334 8.158
H88 1.012 7.815 8.402
H89 1.614 6.916 9.800
H90 -0.548 5.976 7.839
H91 -0.830 6.564 9.462
H92 -0.926 4.149 9.510
H93 0.451 4.692 10.436
H94 1.026 2.723 9.112
H95 2.007 4.089 8.644
H96 1.339 2.865 6.668
H97 0.583 4.443 6.616
H98 -0.780 1.836 7.483
H99 -1.009 2.670 5.941
H100 -1.578 3.417 7.432
C48 -7.709 2.477 -4.434
C49 -7.068 1.102 -4.586
C50 -6.587 0.514 -3.259
C51 -5.492 1.319 -2.555
C52 -4.225 1.545 -3.379
C53 -3.511 0.248 -3.741
H101 -7.003 3.210 -4.038
H102 -8.055 2.844 -5.402
H103 -8.570 2.431 -3.762
H104 -6.245 1.158 -5.304
H105 -7.805 0.420 -5.022
H106 -6.236 -0.509 -3.434
H107 -7.441 0.424 -2.580
H108 -5.225 0.801 -1.627
H109 -5.891 2.290 -2.249
H110 -3.540 2.171 -2.798
H111 -4.454 2.105 -4.289
H112 -3.224 -0.306 -2.843
H113 -2.602 0.463 -4.311
H114 -4.138 -0.399 -4.356

Properties
Kohn-Sham gap = 0.2644 Eh
Charge = +1

(3)
Computed, not measured: a structure of composition C28H36N6OSi2Ta, with ωB97M-V with the def2-TZVPD basis set.

Geometry (Å):
Ta1 -0.437 -0.010 0.167
C1 -3.573 -0.733 -0.344
N1 -2.453 -1.180 0.547
C2 -2.193 -2.640 0.403
C3 -1.268 -2.772 -0.753
N2 -0.520 -1.736 -1.138
C4 0.191 -2.169 -2.270
C5 1.057 -1.485 -3.116
C6 1.595 -2.201 -4.166
C7 1.278 -3.552 -4.379
C8 0.396 -4.229 -3.561
C9 -0.140 -3.500 -2.508
N3 -1.072 -3.836 -1.523
C10 -3.198 0.523 -1.057
N4 -1.929 0.905 -1.151
C11 -1.912 2.008 -2.019
C12 -0.854 2.771 -2.507
C13 -1.174 3.799 -3.372
C14 -2.502 4.067 -3.742
C15 -3.555 3.310 -3.270
C16 -3.223 2.273 -2.408
N5 -4.003 1.305 -1.773
H1 -4.493 -0.623 0.231
H2 -3.751 -1.505 -1.097
H3 -2.737 -1.016 1.511
H4 -3.117 -3.202 0.251
H5 -1.722 -2.997 1.317
H6 1.282 -0.436 -2.977
H7 2.272 -1.710 -4.853
H8 1.725 -4.071 -5.216
H9 0.139 -5.265 -3.738
H10 -1.524 -4.734 -1.419
H11 0.177 2.565 -2.244
H12 -0.384 4.410 -3.787
H13 -2.702 4.882 -4.424
H14 -4.575 3.512 -3.567
H15 -5.002 1.191 -1.878
C17 -0.388 -2.416 3.315
Si1 -0.203 -0.638 2.761
C18 -1.522 0.421 3.590
C19 1.528 0.008 3.074
C20 1.851 0.522 4.332
C21 3.132 0.984 4.605
C22 4.108 0.937 3.617
C23 3.798 0.432 2.358
C24 2.513 -0.041 2.063
Si2 2.153 -0.701 0.318
C25 3.174 0.296 -0.906
C26 2.503 -2.532 0.206
H16 -0.019 -2.447 4.345
H17 0.228 -3.113 2.744
H18 -1.415 -2.783 3.345
H19 -1.385 0.385 4.674
H20 -2.539 0.057 3.414
H21 -1.487 1.473 3.298
H22 1.103 0.566 5.116
H23 3.371 1.374 5.586
H24 5.110 1.286 3.827
H25 4.580 0.405 1.607
H26 4.229 0.237 -0.628
H27 2.907 1.355 -0.927
H28 3.103 -0.096 -1.919
H29 3.513 -2.706 0.585
H30 2.458 -2.913 -0.814
H31 1.826 -3.120 0.830
C27 -0.147 4.148 0.920
C28 0.629 2.899 1.135
N6 1.721 2.887 1.829
O1 0.190 1.777 0.645
H32 0.518 4.979 0.685
H33 -0.675 4.399 1.843
H34 -0.865 4.011 0.117
H35 2.085 3.743 2.229
H36 2.212 2.006 2.011

Properties
Kohn-Sham gap = 0.2610 Eh
Charge = +3

(4)
Computed, not measured: an isolated molecule of C5H6FNO, with ωB97M-V with the def2-TZVPD basis set.

Geometry (Å):
C1 -0.339 1.087 -1.412
C2 -0.337 0.110 -0.289
C3 -1.405 -0.636 0.177
C4 -0.927 -1.461 1.174
F1 -1.443 -2.326 2.014
O1 0.427 -1.331 1.264
C5 0.741 -0.278 0.367
N1 1.932 0.377 0.360
H1 0.660 1.724 -1.207
H2 -0.535 0.694 -2.417
H3 -1.108 1.906 -1.303
H4 -2.404 -0.805 -0.166
H5 2.007 1.074 1.189
H6 2.732 -0.134 0.248

Properties
Energy relative to the best compared isomer or geometry (same formula, charge and spin) = 56.70 kcal per mole
Structure (SMILES) = Cc1cc(F)oc1N
Kohn-Sham gap = 0.3332 Eh

(5)
Computed, not measured: a cluster of 11 separate species, C5H34NO10S in total, with ωB97M-V with the def2-TZVPD basis set.

Geometry (Å):
C1 -0.733 -1.618 -2.772
C2 0.580 -1.345 -2.080
C3 0.472 -0.363 -0.919
C4 0.181 1.078 -1.371
S1 1.622 2.180 -1.321
C5 1.699 2.588 0.430
N1 1.106 -2.630 -1.510
H1 -0.634 -2.357 -3.569
H2 -1.130 -0.697 -3.206
H3 -1.516 -1.966 -2.097
H4 1.321 -0.970 -2.769
H5 -0.296 -0.685 -0.216
H6 1.392 -0.364 -0.333
H7 -0.166 1.127 -2.396
H8 -0.610 1.496 -0.749
H9 2.454 3.365 0.538
H10 1.998 1.736 1.043
H11 0.745 2.955 0.810
H12 1.183 -3.350 -2.244
H13 2.060 -2.445 -1.096
H14 0.490 -2.965 -0.751
H15 -3.180 5.302 1.193
H16 -2.803 5.124 -0.286
O1 -3.357 4.761 0.412
H17 -3.440 0.508 0.940
H18 -2.744 0.004 2.255
O2 -3.089 -0.293 1.387
H19 4.235 -1.540 -1.324
H20 3.750 -1.611 0.122
O3 3.665 -2.066 -0.745
H21 -0.251 -2.743 3.496
H22 -0.625 -2.120 2.062
O4 -0.378 -1.919 3.008
H23 2.191 1.287 -4.435
H24 1.477 0.498 -5.540
O5 1.485 0.645 -4.579
H25 -5.004 2.082 0.359
H26 -3.794 3.017 0.320
O6 -4.048 2.071 0.249
H27 -1.317 -0.645 3.694
H28 -2.167 0.371 4.501
O7 -1.676 0.267 3.677
H29 4.440 -0.309 1.994
H30 2.893 -0.441 2.042
O8 3.701 -0.809 1.619
H31 0.876 -0.691 2.994
H32 0.790 0.772 2.672
O9 1.456 0.089 2.841
H33 -2.037 -1.398 0.738
H34 -1.902 -2.890 0.396
O10 -1.366 -2.093 0.519

Properties
Kohn-Sham gap (spin up / spin down) = 0.0807 / 0.3147 Eh
Spin multiplicity = 2

(6)
Computed, not measured: a structure of composition C18H11F5RhS3SbSeSi, with ωB97M-V with the def2-TZVPD basis set.

Geometry (Å):
Rh1 0.083 -2.749 0.228
S1 -4.617 -3.356 1.248
Sb1 -2.546 -4.096 1.770
S2 -1.401 -4.215 -0.517
S3 -1.188 -1.962 1.844
F1 3.586 2.684 3.303
C1 3.301 1.475 2.812
C2 2.540 0.588 3.549
F2 2.089 0.952 4.756
C3 2.266 -0.669 3.043
F3 1.578 -1.504 3.815
C4 2.721 -1.071 1.793
Se1 2.351 -2.804 1.094
C5 3.493 -0.161 1.082
F4 4.006 -0.489 -0.105
C6 3.790 1.095 1.577
F5 4.560 1.941 0.881
C7 -4.283 -0.548 -3.251
C8 -3.121 -0.218 -3.937
C9 -1.890 -0.359 -3.313
C10 -1.795 -0.821 -1.997
C11 -2.971 -1.151 -1.326
C12 -4.205 -1.017 -1.948
Si1 -0.094 -0.952 -1.223
C13 0.374 0.693 -0.458
C14 -0.274 1.203 0.670
C15 0.046 2.458 1.166
C16 1.019 3.229 0.542
C17 1.675 2.736 -0.577
C18 1.357 1.476 -1.068
H1 -5.246 -0.455 -3.740
H2 -3.173 0.138 -4.959
H3 -0.989 -0.107 -3.864
H4 -2.946 -1.547 -0.318
H5 -5.093 -1.316 -1.406
H6 0.898 -1.177 -2.309
H7 -1.036 0.611 1.163
H8 -0.464 2.836 2.045
H9 1.273 4.206 0.934
H10 2.443 3.327 -1.062
H11 1.885 1.096 -1.935

Properties
Energy relative to the best compared isomer or geometry (same formula, charge and spin) = 0.00 kcal per mole
Kohn-Sham gap (spin up / spin down) = 0.2263 / 0.1959 Eh
Charge = -1
Spin multiplicity = 2

(7)
Computed, not measured: a structure of composition C13H37AsO11P3RuSi2, with ωB97M-V with the def2-TZVPD basis set.

Geometry (Å):
Ru1 0.074 0.144 0.790
C1 3.375 4.085 0.057
C2 2.660 2.839 -0.428
O1 2.906 2.679 -1.821
P1 3.218 1.309 0.409
O2 3.088 1.580 1.961
O3 4.793 1.182 0.258
O4 2.461 0.153 -0.137
P2 0.838 2.829 -0.124
O5 0.310 4.318 -0.367
O6 0.643 2.421 1.328
O7 0.266 1.900 -1.148
H1 4.451 3.983 -0.089
H2 3.188 4.259 1.117
H3 3.026 4.943 -0.518
H4 2.218 2.081 -2.153
H5 2.173 1.925 2.109
H6 5.029 0.564 -0.445
H7 0.322 4.854 0.434
C3 -1.001 1.383 5.870
Si1 -1.938 0.682 4.410
C4 -2.801 2.110 3.582
C5 -3.156 -0.605 5.005
As1 -0.389 -0.426 2.993
Si2 1.429 -1.160 4.354
C6 2.359 0.313 5.036
C7 0.653 -2.165 5.732
C8 2.622 -2.217 3.402
H8 -1.719 1.830 6.564
H9 -0.322 2.173 5.543
H10 -0.424 0.642 6.419
H11 -3.329 2.669 4.360
H12 -3.521 1.779 2.837
H13 -2.087 2.778 3.097
H14 -3.855 -0.157 5.717
H15 -2.642 -1.427 5.508
H16 -3.735 -1.022 4.181
H17 1.721 1.086 5.456
H18 2.971 0.756 4.249
H19 3.028 -0.039 5.828
H20 -0.047 -1.590 6.339
H21 1.435 -2.545 6.394
H22 0.116 -3.023 5.321
H23 3.048 -1.673 2.560
H24 2.166 -3.122 3.006
H25 3.430 -2.494 4.087
C9 -3.505 -1.371 1.312
O8 -3.189 0.019 1.296
P3 -1.987 0.583 0.371
O9 -2.603 0.093 -1.028
C10 -1.960 0.217 -2.304
O10 -2.303 2.141 0.460
C11 -3.568 2.686 0.078
H26 -4.434 -1.477 1.869
H27 -2.715 -1.936 1.813
H28 -3.646 -1.751 0.301
H29 -1.238 -0.590 -2.433
H30 -1.455 1.174 -2.400
H31 -2.748 0.120 -3.048
H32 -3.444 3.766 0.053
H33 -4.332 2.417 0.808
H34 -3.865 2.326 -0.906
C12 -0.890 -2.661 -0.317
C13 0.159 -1.792 0.358
O11 1.237 -2.284 0.652
H35 -0.408 -3.372 -0.988
H36 -1.642 -2.079 -0.846
H37 -1.393 -3.235 0.466

Properties
Energy relative to the best compared isomer or geometry (same formula, charge and spin) = 9.88 kcal per mole
Kohn-Sham gap (spin up / spin down) = 0.2884 / 0.2498 Eh
Spin multiplicity = 2

(8)
Computed, not measured: an isolated molecule of C22H28N2O3, with ωB97M-V with the def2-TZVPD basis set.

Geometry (Å):
O1 -1.354 -3.211 -1.591
C1 -0.444 -2.719 -0.961
C2 0.804 -2.157 -1.659
N1 1.389 -1.052 -0.955
C3 0.727 0.101 -0.668
C4 1.524 0.953 0.063
C5 1.257 2.280 0.608
O2 2.035 2.805 1.385
C6 -0.010 3.024 0.207
C7 -0.166 3.185 -1.307
C8 -1.413 4.009 -1.619
C9 -2.650 3.352 -1.016
C10 -2.494 3.216 0.495
C11 -1.257 2.385 0.828
C12 2.778 0.261 0.235
C13 3.974 0.591 0.868
C14 5.003 -0.325 0.843
C15 4.866 -1.557 0.200
C16 3.694 -1.905 -0.439
C17 2.653 -0.986 -0.416
N2 -0.395 -2.672 0.389
C18 -1.603 -2.814 1.164
C19 -2.262 -1.430 1.372
C20 -3.707 -1.554 1.859
C21 -4.485 -1.711 0.548
C22 -3.549 -1.100 -0.510
O3 -2.346 -0.729 0.151
H1 1.540 -2.960 -1.746
H2 0.504 -1.862 -2.670
H3 -0.296 0.197 -0.977
H4 0.097 4.027 0.641
H5 -0.251 2.212 -1.789
H6 0.720 3.681 -1.711
H7 -1.529 4.104 -2.701
H8 -1.299 5.014 -1.206
H9 -2.784 2.360 -1.455
H10 -3.537 3.945 -1.248
H11 -3.379 2.740 0.921
H12 -2.401 4.210 0.940
H13 -1.399 1.373 0.453
H14 -1.128 2.329 1.912
H15 4.073 1.542 1.364
H16 5.938 -0.091 1.329
H17 5.694 -2.249 0.201
H18 3.601 -2.859 -0.937
H19 0.352 -2.148 0.821
H20 -2.269 -3.463 0.594
H21 -1.374 -3.271 2.128
H22 -1.632 -0.827 2.035
H23 -3.998 -0.637 2.371
H24 -3.842 -2.395 2.536
H25 -4.671 -2.762 0.329
H26 -5.442 -1.195 0.582
H27 -3.958 -0.191 -0.959
H28 -3.319 -1.819 -1.305

Properties
Energy relative to the best compared isomer or geometry (same formula, charge and spin) = 27.47 kcal per mole
Structure (SMILES) = O=C(Cn1cc(C(=O)C2CCCCC2)c2ccccc21)NC[C@@H]1CCCO1
Kohn-Sham gap = 0.3271 Eh

These records have molar mass values of 462.7, 814.5, 709.8, 115.1, 300.4, 750.2, 694.5, 368.5 Da, in the order they appear.
These records have max |F| values of 2.50, 4.23, 0.29, 4.30, 0.83, 0.34, 0.67, 0.75 eV Å⁻¹, in the order they appear.
These records have energy values of -76292.014, -64547.544, -57895.237, -11535.698, -38536.046, -147710.775, -143655.564, -32392.459 eV, in the order they appear.